Entry 1:
Computed, not measured: a single C21H25N3O6S2 molecule at a distorted geometry, with ωB97M-V/def2-TZVPD.

Geometry (Å):
C 4.382 5.090 2.402
C 3.478 4.116 1.674
O 3.765 3.619 0.607
N 2.325 3.870 2.359
C 1.268 3.017 2.021
C 1.136 2.456 0.754
C 0.084 1.607 0.483
C -0.861 1.308 1.462
N -1.887 0.422 1.119
C -2.812 -0.173 1.909
O -3.010 0.062 3.079
C -3.664 -1.199 1.144
C -4.946 -0.537 0.644
O -2.903 -1.718 0.045
C -3.060 -3.008 -0.282
O -3.837 -3.740 0.271
C -2.130 -3.463 -1.395
C -2.150 -2.582 -2.652
C -1.429 -1.249 -2.453
N -0.101 -1.403 -1.898
S 1.119 -1.736 -3.009
O 0.763 -1.107 -4.244
O 1.475 -3.126 -3.020
C 2.439 -0.839 -2.252
C 3.538 -1.326 -1.613
C 4.332 -0.298 -1.060
C 3.817 0.940 -1.289
S 2.357 0.875 -2.195
C -0.023 -2.222 -0.706
C -0.685 -3.588 -0.883
C -0.747 1.887 2.722
C 0.311 2.731 2.993
H 4.681 4.679 3.364
H 5.269 5.271 1.802
H 3.864 6.032 2.568
H 2.236 4.305 3.267
H 1.858 2.682 -0.011
H -0.002 1.166 -0.500
H -1.852 0.099 0.160
H -3.915 -2.022 1.824
H -5.482 -0.113 1.488
H -4.711 0.254 -0.066
H -5.577 -1.278 0.157
H -2.487 -4.463 -1.663
H -3.178 -2.395 -2.969
H -1.638 -3.129 -3.446
H -1.298 -0.750 -3.415
H -2.007 -0.594 -1.795
H 3.758 -2.377 -1.557
H 5.242 -0.476 -0.517
H 4.194 1.888 -0.959
H 1.038 -2.353 -0.485
H -0.480 -1.673 0.122
H -0.664 -4.132 0.062
H -0.109 -4.148 -1.622
H -1.478 1.664 3.481
H 0.397 3.173 3.975

- E_tot: -60609.8558 eV
- SMILES string: CC(=O)Nc1ccc(NC(=O)[C@@H](C)OC(=O)C2CCN(S(=O)(=O)c3cccs3)CC2)cc1

natural (NBO) charges in e:
1 C -0.71
2 C 0.69
3 O -0.63
4 N -0.60
5 C 0.12
6 C -0.17
7 C -0.24
8 C 0.13
9 N -0.61
10 C 0.66
11 O -0.60
12 C 0.00
13 C -0.62
14 O -0.55
15 C 0.81
16 O -0.58
17 C -0.31
18 C -0.42
19 C -0.23
20 N -0.68
21 S 2.33
22 O -0.93
23 O -0.94
24 C -0.58
25 C -0.20
26 C -0.27
27 C -0.37
28 S 0.49
29 C -0.24
30 C -0.42
31 C -0.22
32 C -0.23
33 H 0.23
34 H 0.24
35 H 0.23
36 H 0.40
37 H 0.24
38 H 0.22
39 H 0.41
40 H 0.24
41 H 0.24
42 H 0.21
43 H 0.23
44 H 0.24
45 H 0.22
46 H 0.22
47 H 0.25
48 H 0.19
49 H 0.24
50 H 0.23
51 H 0.27
52 H 0.23
53 H 0.21
54 H 0.22
55 H 0.24
56 H 0.26
57 H 0.21

Entry 2:
Computed, not measured: a molecular structure, C40H43As2IMnNOSi, with ωB97M-V/def2-TZVPD.

Geometry (Å):
Mn 1.132 -0.271 -0.155
C 4.674 -1.618 0.764
C 3.575 -2.034 0.023
C 2.500 -2.653 0.657
C 2.525 -2.846 2.036
C 3.623 -2.428 2.773
C 4.697 -1.814 2.139
H 5.516 -1.148 0.269
H 3.555 -1.898 -1.053
H 1.651 -2.987 0.054
H 1.697 -3.331 2.534
H 3.648 -2.590 3.843
H 5.558 -1.501 2.715
C -1.800 1.638 1.584
C -1.612 0.318 2.336
As -1.216 -1.195 1.147
C -2.731 -1.051 -0.053
C -3.995 -0.650 0.375
C -5.031 -0.537 -0.538
C -4.813 -0.829 -1.878
C -3.561 -1.234 -2.307
C -2.518 -1.342 -1.397
C -1.645 -2.723 2.262
C -2.550 -2.674 3.316
C -2.838 -3.820 4.042
C -2.236 -5.027 3.711
C -1.353 -5.089 2.643
C -1.057 -3.940 1.924
As -0.572 1.878 0.062
C -1.691 2.095 -1.498
C -1.183 1.633 -2.709
C -1.920 1.790 -3.874
C -3.166 2.394 -3.828
C -3.677 2.851 -2.620
C -2.938 2.709 -1.455
C 0.103 3.663 0.370
C 0.120 4.610 -0.648
C 0.710 5.848 -0.433
C 1.288 6.141 0.794
C 1.275 5.196 1.810
C 0.688 3.958 1.597
H -1.625 2.475 2.260
H -2.814 1.727 1.203
H -2.505 0.102 2.919
H -0.789 0.396 3.038
H -4.183 -0.413 1.417
H -6.011 -0.221 -0.204
H -5.626 -0.739 -2.586
H -3.388 -1.459 -3.350
H -1.537 -1.632 -1.736
H -3.047 -1.747 3.584
H -3.541 -3.770 4.863
H -2.466 -5.919 4.277
H -0.898 -6.029 2.366
H -0.382 -4.005 1.069
H -0.221 1.129 -2.735
H -1.524 1.431 -4.815
H -3.743 2.510 -4.735
H -4.650 3.322 -2.586
H -3.336 3.080 -0.522
H -0.333 4.385 -1.608
H 0.715 6.586 -1.224
H 1.743 7.108 0.960
H 1.720 5.426 2.770
H 0.692 3.224 2.397
I 3.280 1.930 -0.977
C 3.159 1.652 1.078
C 3.915 2.411 1.956
C 3.767 2.171 3.310
C 2.884 1.190 3.734
C 2.182 0.477 2.784
N 2.314 0.702 1.470
H 4.589 3.168 1.584
H 4.339 2.744 4.027
H 2.745 0.973 4.783
H 1.499 -0.310 3.062
C 1.941 -0.157 -4.568
Si 1.297 -1.504 -3.435
C 2.463 -2.966 -3.535
C -0.386 -2.057 -4.042
O 1.174 -0.918 -1.923
H 2.013 -0.498 -5.602
H 2.939 0.164 -4.258
H 1.289 0.721 -4.553
H 2.480 -3.343 -4.560
H 2.157 -3.791 -2.888
H 3.490 -2.696 -3.279
H -0.314 -2.486 -5.045
H -1.080 -1.221 -4.093
H -0.818 -2.820 -3.389

- Expectation value of S²: 8.7564
- Net charge: +1
- E_tot: -214689.7101 eV
- Spin multiplicity: 6

Löwdin charges in e:
1 Mn 0.49
2 C -0.08
3 C -0.11
4 C -0.13
5 C -0.09
6 C -0.09
7 C -0.08
8 H 0.11
9 H 0.09
10 H 0.09
11 H 0.10
12 H 0.11
13 H 0.11
14 C -0.39
15 C -0.43
16 As 1.27
17 C -0.38
18 C -0.11
19 C -0.07
20 C -0.07
21 C -0.07
22 C -0.12
23 C -0.38
24 C -0.10
25 C -0.07
26 C -0.07
27 C -0.07
28 C -0.13
29 As 1.27
30 C -0.40
31 C -0.12
32 C -0.07
33 C -0.07
34 C -0.07
35 C -0.10
36 C -0.40
37 C -0.10
38 C -0.07
39 C -0.07
40 C -0.08
41 C -0.14
42 H 0.07
43 H 0.05
44 H 0.05
45 H 0.05
46 H 0.10
47 H 0.11
48 H 0.11
49 H 0.11
50 H 0.06
51 H 0.09
52 H 0.11
53 H 0.11
54 H 0.11
55 H 0.09
56 H 0.07
57 H 0.11
58 H 0.11
59 H 0.11
60 H 0.10
61 H 0.10
62 H 0.11
63 H 0.11
64 H 0.11
65 H 0.09
66 I 1.07
67 C -0.77
68 C -0.11
69 C -0.03
70 C -0.03
71 C -0.14
72 N -0.07
73 H 0.11
74 H 0.12
75 H 0.12
76 H 0.10
77 C -0.16
78 Si 0.24
79 C -0.17
80 C -0.17
81 O -0.52
82 H 0.04
83 H 0.02
84 H 0.02
85 H 0.04
86 H 0.03
87 H 0.02
88 H 0.04
89 H 0.01
90 H 0.03

Entry 3:
Computed, not measured: a single C5H4N4O molecule at a distorted geometry, with ωB97M-V/def2-TZVPD.

Geometry (Å):
O -0.052 1.994 2.251
C 0.451 2.010 1.216
C 1.058 2.094 0.057
C 1.097 1.162 -1.039
N 0.565 0.022 -1.248
C -0.207 -0.730 -0.432
N -0.586 -0.618 0.832
C -1.286 -1.737 1.059
N -1.372 -2.543 0.026
N -0.688 -1.904 -0.924
H 1.619 3.007 -0.087
H 1.711 1.491 -1.870
H -1.739 -1.955 2.003
H -0.571 -2.293 -1.844

- E_tot: -13256.2946 eV
- SMILES string: O=C=C/C=N\c1ncn[nH]1

natural (NBO) charges in e:
1 O -0.39
2 C 0.82
3 C -0.65
4 C 0.18
5 N -0.49
6 C 0.45
7 N -0.53
8 C 0.14
9 N -0.28
10 N -0.34
11 H 0.28
12 H 0.19
13 H 0.20
14 H 0.42